Model P:
{
  "formula": "C46H101F2N6O7S2",
  "method": "ωB97M-V/def2-TZVPD",
  "spin_multiplicity": 1,
  "e_homo_ha": -0.302,
  "charge": 3,
  "lumo_ev": -4.81,
  "elements": ["S", "S", "F", "F", "O", "O", "O", "O", "O", "O", "O", "N", "N", "N", "N", "N", "N", "C", "C", "C", "C", "C", "C", "C", "C", "C", "C", "C", "C", "C", "C", "C", "C", "C", "C", "C", "C", "C", "C", "C", "C", "C", "C", "C", "C", "C", "C", "C", "C", "C", "C", "C", "C", "C", "C", "C", "C", "C", "C", "C", "C", "C", "C", "H", "H", "H", "H", "H", "H", "H", "H", "H", "H", "H", "H", "H", "H", "H", "H", "H", "H", "H", "H", "H", "H", "H", "H", "H", "H", "H", "H", "H", "H", "H", "H", "H", "H", "H", "H", "H", "H", "H", "H", "H", "H", "H", "H", "H", "H", "H", "H", "H", "H", "H", "H", "H", "H", "H", "H", "H", "H", "H", "H", "H", "H", "H", "H", "H", "H", "H", "H", "H", "H", "H", "H", "H", "H", "H", "H", "H", "H", "H", "H", "H", "H", "H", "H", "H", "H", "H", "H", "H", "H", "H", "H", "H", "H", "H", "H", "H", "H", "H", "H", "H"],
  "coordinates": [[-1.08, 2.46, -2.14], [-1.31, 2.47, 0.24], [-2.28, 1.91, 1.41], [-1.99, 2.09, -3.38], [5.85, -0.39, -3.61], [-0.95, 3.88, -2.23], [6.95, 1.37, -4.11], [-0.03, 1.84, 0.60], [8.05, -0.43, -3.64], [0.14, 1.69, -2.46], [-1.46, 3.86, 0.55], [8.59, -1.83, 3.67], [-8.93, 3.15, -0.75], [-4.95, -3.86, 3.81], [6.15, 10.35, -0.44], [-1.65, -9.13, -5.44], [-2.08, 1.91, -0.87], [-0.85, -7.82, -5.30], [6.19, 12.80, 0.69], [7.05, -2.28, 3.58], [-1.08, -3.70, 4.58], [6.46, 7.86, -1.15], [9.57, -4.44, 6.46], [-3.15, -8.84, -5.72], [6.92, 11.42, 0.46], [-8.88, 4.26, -1.90], [8.60, -0.27, 3.67], [-1.85, -11.14, -7.01], [-8.60, 4.75, 1.21], [-5.76, -5.94, 1.88], [9.40, -3.83, 5.07], [-4.86, -3.57, 2.31], [9.45, -2.41, 2.52], [-7.46, 4.59, -2.45], [-5.77, -6.20, 3.39], [7.10, 9.13, -0.63], [-0.93, -9.96, -6.61], [6.92, 13.60, 1.70], [-3.29, -10.69, -7.36], [4.18, 8.70, -0.33], [6.30, -1.58, 2.38], [-1.40, -9.89, -4.13], [-5.52, -2.57, 4.46], [4.76, 10.04, 0.21], [-1.21, -6.87, -4.20], [7.85, 0.41, 2.51], [5.85, 10.90, -1.88], [-8.44, 1.79, -1.31], [-5.91, -4.96, 4.24], [-10.94, 4.09, 0.54], [-7.39, 5.72, -3.59], [-8.03, 3.60, 0.44], [7.03, 0.20, -3.78], [-0.39, -5.58, -4.21], [-10.06, 4.55, 1.70], [-10.37, 2.91, -0.16], [9.08, -2.29, 5.07], [-3.54, -4.24, 4.34], [6.41, -0.08, 2.34], [-2.43, -3.08, 4.14], [-3.96, -10.10, -6.14], [-4.70, -4.94, 1.50], [5.14, 7.54, -0.41], [-8.00, 2.73, 1.09], [-0.70, -4.41, 3.84], [-1.91, -11.99, -6.34], [-7.84, 4.96, 1.97], [-11.89, 3.77, 0.96], [-11.21, 4.94, -0.09], [8.55, -4.39, 4.69], [8.29, -2.05, 5.79], [-3.21, -9.93, -8.14], [5.47, 10.18, -2.60], [-7.02, 3.82, 0.09], [10.42, -3.91, 6.90], [-6.91, 3.75, -2.87], [7.87, 11.59, -0.05], [9.30, -3.48, 2.66], [-7.50, 6.67, -3.07], [0.17, -8.18, -5.23], [-4.22, -2.71, 2.07], [7.03, -3.36, 3.43], [-0.64, -9.25, -7.38], [6.79, -2.09, 1.55], [3.75, 8.96, -1.30], [-7.43, 2.01, -1.66], [-1.86, -10.88, -4.16], [8.71, -4.20, 7.08], [7.10, 10.91, 1.41], [-3.72, -5.42, 1.62], [6.34, 7.89, -2.23], [9.62, 0.08, 3.84], [-9.39, 5.18, -1.61], [-8.48, 1.05, -0.51], [-0.36, -10.20, -4.01], [-5.52, -6.80, 1.25], [5.13, 11.72, -1.94], [-5.80, -3.13, 1.98], [-0.42, -2.86, 4.82], [-1.22, -4.24, 5.52], [8.84, -2.17, 1.65], [-6.69, -5.46, 1.58], [-1.72, -9.34, -3.25], [-8.49, 5.68, 0.66], [7.87, 1.46, 2.78], [7.89, 14.07, 1.54], [-4.98, -9.76, -6.37], [10.01, -1.73, 5.17], [7.03, 12.98, 2.59], [-9.35, 3.73, -2.73], [-1.01, -7.43, -6.31], [8.04, -0.01, 4.56], [-6.45, 5.80, -4.13], [-6.92, -4.57, 4.23], [5.16, 12.57, 0.98], [-3.37, -5.21, 3.86], [-6.58, -6.80, 3.81], [-3.83, -11.47, -7.90], [-4.86, -6.75, 3.61], [-3.59, -8.40, -4.82], [-1.40, -11.51, -7.94], [4.05, 10.87, 0.15], [7.99, 9.53, -1.11], [-6.82, 5.03, -1.69], [-10.96, 2.58, -1.01], [6.57, -2.07, 4.54], [5.37, 7.10, 0.56], [10.30, -4.05, 4.50], [-5.70, -5.17, 5.29], [0.68, -5.63, -4.42], [10.47, -2.03, 2.46], [-1.15, -7.23, -3.18], [-6.46, -2.34, 3.95], [-2.30, -2.66, 3.14], [-4.84, -1.72, 4.52], [-5.75, -2.84, 5.50], [4.67, 6.74, -0.98], [4.89, 9.76, 1.25], [7.48, 8.97, 0.38], [-10.02, 3.85, 2.54], [-10.30, 2.07, 0.53], [-2.68, -2.30, 4.86], [-10.30, 5.50, 2.18], [3.33, 8.47, 0.32], [9.80, -5.50, 6.51], [-9.01, 1.56, -2.21], [5.24, -1.81, 2.39], [6.06, 0.29, 1.38], [-3.69, -4.41, 5.40], [8.35, 0.38, 1.54], [7.14, 7.01, -1.03], [6.80, 11.29, -2.25], [-4.11, -10.81, -5.33], [-2.27, -6.63, -4.29], [5.72, 0.35, 3.07], [-0.05, -10.39, -6.15], [-0.58, -5.12, -3.23], [-8.20, 5.52, -4.30], [6.09, 13.41, -0.21], [-4.73, -4.74, 0.43], [6.26, 14.47, 1.84], [5.38, 0.45, -3.60], [-0.88, -4.92, -4.93], [-3.26, -8.12, -6.52]]
}



Model Q:
{
  "formula": "C46H101F2N6O7S2",
  "method": "ωB97M-V/def2-TZVPD",
  "spin_multiplicity": 1,
  "e_homo_ha": -0.404,
  "charge": 3,
  "lumo_ev": -5.66,
  "elements": ["S", "S", "F", "F", "O", "O", "O", "O", "O", "O", "O", "N", "N", "N", "N", "N", "N", "C", "C", "C", "C", "C", "C", "C", "C", "C", "C", "C", "C", "C", "C", "C", "C", "C", "C", "C", "C", "C", "C", "C", "C", "C", "C", "C", "C", "C", "C", "C", "C", "C", "C", "C", "C", "C", "C", "C", "C", "C", "C", "C", "C", "C", "C", "H", "H", "H", "H", "H", "H", "H", "H", "H", "H", "H", "H", "H", "H", "H", "H", "H", "H", "H", "H", "H", "H", "H", "H", "H", "H", "H", "H", "H", "H", "H", "H", "H", "H", "H", "H", "H", "H", "H", "H", "H", "H", "H", "H", "H", "H", "H", "H", "H", "H", "H", "H", "H", "H", "H", "H", "H", "H", "H", "H", "H", "H", "H", "H", "H", "H", "H", "H", "H", "H", "H", "H", "H", "H", "H", "H", "H", "H", "H", "H", "H", "H", "H", "H", "H", "H", "H", "H", "H", "H", "H", "H", "H", "H", "H", "H", "H", "H", "H", "H", "H"],
  "coordinates": [[-2.10, -0.82, 0.96], [-0.32, 0.21, -0.43], [-2.62, -2.25, 0.75], [1.31, -0.03, -0.58], [-0.62, 0.20, -1.82], [-0.30, 1.45, 0.30], [-4.35, -3.98, -0.77], [-2.94, -0.08, 0.09], [-2.03, -0.52, 2.35], [-5.67, -2.83, 0.53], [-5.79, -5.07, 0.67], [-0.61, -1.12, 0.33], [-3.97, 5.96, -0.98], [1.93, -4.03, 2.24], [4.77, 0.82, -2.88], [-0.81, -4.34, -3.15], [-0.48, 3.53, 4.05], [5.92, -2.57, -1.32], [-0.85, 4.62, 3.07], [-0.12, -7.04, 0.92], [-0.79, 4.13, 5.41], [-1.68, 4.74, -0.89], [-1.29, 1.31, 4.75], [2.19, -4.13, -3.43], [5.09, -1.29, -1.45], [-2.81, -5.70, -3.94], [-1.47, -3.03, -3.34], [-0.02, -4.76, -4.38], [-1.86, -5.38, -2.83], [2.43, 1.63, -3.57], [-1.45, 1.77, 6.19], [-2.43, 3.48, -0.50], [5.54, -0.50, -2.66], [0.59, -6.19, 1.98], [-3.97, -6.62, -3.47], [1.55, -2.16, 3.90], [0.09, -4.21, -1.94], [2.87, -4.75, 3.15], [2.41, 2.49, -2.32], [5.53, 1.54, -3.92], [3.00, 2.46, 2.54], [1.45, -3.58, -2.23], [-5.30, -4.03, 0.27], [1.49, 2.72, 2.55], [-3.86, 6.28, -2.44], [-0.72, 3.09, 6.50], [4.62, 1.62, -1.64], [3.38, 0.46, -3.44], [3.44, -1.97, 2.20], [2.82, -3.12, 1.40], [3.80, 2.90, -1.85], [1.26, -4.03, -4.63], [-3.77, 3.42, -1.18], [-4.64, 4.60, -0.78], [-6.80, 8.25, 0.43], [0.94, -3.29, 3.08], [-6.18, 7.04, -0.32], [-4.68, 7.05, -0.22], [2.37, -1.26, 2.98], [1.01, 3.31, 3.86], [1.16, -4.95, 1.31], [-2.52, 5.96, -0.51], [-1.40, 2.40, 3.73], [1.22, -2.51, -2.30], [5.93, -3.29, -2.14], [-0.73, 4.86, -0.37], [3.78, -1.32, 1.38], [3.35, -5.53, 2.53], [1.19, 3.28, 1.66], [2.36, -5.25, 3.96], [4.31, -2.23, 2.80], [-1.29, 2.08, 2.69], [5.72, -3.06, -0.37], [-1.48, 4.70, -1.96], [-0.04, 4.92, 5.48], [-0.49, -7.96, 1.37], [1.70, 3.31, -2.30], [-2.42, 2.79, 3.74], [2.29, -2.68, 0.56], [-3.29, -4.81, -4.33], [-0.18, -5.96, 2.72], [-2.19, -2.89, -2.54], [-3.35, 5.44, -2.90], [1.73, -0.65, 2.33], [-0.97, -6.50, 0.49], [-0.38, -3.51, -1.25], [-7.77, 8.43, -0.02], [-1.16, 3.48, 7.42], [0.32, 2.93, 6.82], [6.54, -0.11, -2.48], [-1.99, 0.51, 4.51], [-4.37, 6.97, 0.82], [-1.35, -6.27, -2.45], [0.13, -5.83, -4.19], [3.53, 3.39, 2.73], [-6.51, 7.07, -1.36], [-2.42, -4.97, -1.98], [4.03, -1.53, -1.56], [1.18, -3.00, -4.99], [0.92, 1.79, 2.42], [4.10, 1.00, -0.91], [6.54, 1.83, -3.63], [0.36, -4.36, 0.87], [1.89, -5.23, 0.55], [-2.54, 3.50, 0.59], [0.74, -1.57, 4.34], [-4.84, -6.45, -4.08], [-3.35, 7.22, -2.59], [3.57, -3.83, 1.04], [-0.32, 5.54, 3.29], [3.13, -3.60, -3.54], [-3.66, -7.66, -3.52], [-1.82, 2.61, -0.72], [-4.88, 6.34, -2.84], [5.52, 1.04, -4.89], [6.99, -2.35, -1.22], [3.25, 2.03, 1.56], [-4.26, -6.38, -2.44], [-3.69, 3.31, -2.26], [-4.25, 7.97, -0.61], [0.37, -3.99, 3.69], [-5.00, 4.58, 0.24], [5.06, 2.51, -4.07], [5.23, -0.76, -0.51], [1.38, -6.73, 2.49], [-0.48, 4.28, 2.10], [2.39, -5.19, -3.27], [-6.66, 6.16, 0.10], [0.26, -5.20, -1.51], [-6.88, 8.04, 1.49], [1.70, -4.51, -5.51], [4.28, 3.48, -2.63], [-2.02, -2.96, -4.28], [-2.51, 1.98, 6.39], [-1.20, 1.03, 6.95], [-5.48, 4.67, -1.47], [3.74, 3.40, -0.88], [-2.00, 6.85, -0.87], [-6.16, 9.13, 0.33], [2.11, -2.51, 4.77], [3.65, 0.04, -4.40], [-4.34, 2.57, -0.79], [-1.92, 4.76, 2.99], [2.03, 1.85, -1.51], [2.00, -3.78, -1.31], [-1.75, 4.64, 5.36], [-4.54, -3.01, -0.52], [1.22, 2.59, 4.65], [-2.37, -6.21, -4.80], [0.18, -2.79, 2.48], [5.38, -1.04, -3.59], [1.42, 1.27, -3.80], [-0.28, 0.88, 4.74], [1.48, 4.23, 4.20], [-2.53, 6.10, 0.57], [2.94, -0.26, -2.75], [2.70, 2.25, -4.43], [3.72, -4.14, 3.43], [-0.77, -2.19, -3.31], [0.55, -7.28, 0.08], [-0.75, -4.68, -5.18], [3.25, 1.72, 3.30], [2.93, -0.56, 3.62], [5.58, 1.90, -1.20]]
}



Going by the energies, model Q is most stable and the next is 4.534 eV up.



Model P:
{
  "formula": "C2HBrI2",
  "method": "ωB97M-V/def2-TZVPD",
  "spin_multiplicity": 1,
  "e_homo_ha": -0.338,
  "lumo_ev": -0.18,
  "elements": ["I", "I", "Br", "C", "C", "H"],
  "coordinates": [[-3.65, 1.01, 0.00], [-2.00, -2.16, 0.00], [-0.40, 2.37, 0.00], [-1.85, -0.06, 0.00], [-0.65, 0.51, 0.00], [0.26, -0.06, 0.00]]
}



Model Q:
{
  "formula": "C2HBrI2",
  "method": "ωB97M-V/def2-TZVPD",
  "spin_multiplicity": 1,
  "e_homo_ha": -0.327,
  "lumo_ev": -0.02,
  "elements": ["I", "I", "Br", "C", "C", "H"],
  "coordinates": [[-0.88, -1.68, -1.58], [-1.29, 1.76, -0.87], [1.21, 1.28, 1.36], [0.47, -0.22, 0.62], [-0.45, -0.06, -0.39], [0.93, -1.08, 0.86]]
}



Going by the energies, model P is most stable and the next is 0.334 eV up.



Model P:
{
  "formula": "C2H11O4",
  "method": "ωB97M-V/def2-TZVPD",
  "spin_multiplicity": 1,
  "e_homo_ha": -0.158,
  "charge": -1,
  "lumo_ev": 4.07,
  "elements": ["O", "O", "O", "O", "C", "C", "H", "H", "H", "H", "H", "H", "H", "H", "H", "H", "H"],
  "coordinates": [[1.89, -1.10, -1.23], [-1.07, -2.12, 1.80], [0.17, -0.11, 0.39], [2.36, 0.94, 2.00], [-0.96, 0.15, -0.34], [-0.79, 1.39, -1.27], [1.51, -1.45, -2.04], [-1.81, 0.42, 0.33], [-0.58, -1.57, 1.14], [-1.29, -0.65, -1.04], [1.14, -0.68, -0.68], [-1.77, 1.67, -1.69], [-0.11, 1.06, -2.06], [-1.97, -1.78, 1.80], [1.54, 1.30, 2.33], [-0.33, 2.25, -0.79], [2.07, 0.28, 1.35]]
}



Model Q:
{
  "formula": "C2H11O4",
  "method": "ωB97M-V/def2-TZVPD",
  "spin_multiplicity": 1,
  "e_homo_ha": -0.162,
  "charge": -1,
  "lumo_ev": 4.05,
  "elements": ["O", "O", "O", "O", "C", "C", "H", "H", "H", "H", "H", "H", "H", "H", "H", "H", "H"],
  "coordinates": [[1.45, 0.19, -2.20], [0.00, 2.50, 1.03], [-0.65, 0.14, 0.23], [-2.30, 0.68, -1.68], [0.92, -1.52, 1.01], [-0.53, -1.00, 0.96], [1.84, -0.43, -1.58], [0.63, 0.41, -1.73], [1.29, -1.50, -0.03], [0.63, 2.86, 0.40], [1.56, -0.86, 1.59], [-1.63, 0.52, -0.92], [-2.22, 1.63, -1.80], [-0.82, -0.82, 2.01], [-1.14, -1.82, 0.54], [-0.11, 1.52, 0.73], [1.09, -2.51, 1.45]]
}



Going by the energies, model Q is most stable and the next is 0.149 eV up.